Density functional theory data (ωB97M-V/def2-TZVPD) for a single C17H33B2ClFN2O7PS molecule in a non-equilibrium geometry.

Computed properties:
HOMO-LUMO gap = 0.280 hartree
Charge = 0
HOMO level = -7.784 eV

```
65
Properties=species:S:1:pos:R:3:forces:R:3
C 3.6881 -1.1628 -2.1457 -0.14 -0.11 -0.02
C 2.2185 -1.0086 -2.4854 0.23 -0.17 0.08
O 1.4288 -0.7217 -1.3209 -0.35 0.11 -0.25
B 0.9179 0.5183 -1.1182 0.25 -0.04 -0.09
O 1.6924 1.6189 -1.4940 -0.37 0.06 0.14
C -0.5350 0.7147 -0.4169 0.31 0.03 0.14
C -0.7451 2.2701 -0.4632 -0.18 -0.05 -0.18
C -2.0207 3.0357 -0.0778 -0.17 0.33 0.01
C -1.6795 4.5295 -0.0187 0.07 -0.06 -0.11
Cl -3.0216 5.5532 -0.6123 -0.09 0.03 0.06
C -1.6652 -0.0705 -1.1983 -0.55 -0.13 0.10
C -1.2081 -1.3027 -1.9765 -0.05 -0.37 -0.01
C -2.3598 -2.0971 -2.6197 0.22 -0.11 0.01
C -2.6318 -3.3681 -1.8386 0.08 0.23 0.26
F -3.5613 -4.1450 -2.5177 -0.05 -0.09 -0.05
N -2.3606 0.8365 -2.1329 0.17 0.01 0.03
C -1.8993 1.2004 -3.1868 0.43 -0.09 -0.12
O -1.4470 1.5713 -4.1946 -0.28 0.11 -0.04
O -2.6970 -0.6279 -0.3639 0.35 0.24 0.22
S -3.5421 0.2720 0.6871 -0.59 -0.22 0.32
O -4.6806 -0.5648 0.9890 0.36 0.34 -0.16
O -2.6279 0.0869 2.0382 0.02 -0.12 -0.41
C -1.3236 0.6752 2.0896 0.18 -0.05 0.21
C -0.2778 0.1655 1.0667 0.34 -0.01 0.81
B 1.0805 0.7952 1.7158 -0.11 0.06 -0.17
O 1.0100 2.0989 2.2231 -0.20 -0.12 -0.42
N 2.3326 0.0529 1.9216 -0.05 0.43 0.02
C 2.4465 -0.1229 3.3853 -0.08 -0.19 -0.02
C 3.5206 0.7309 1.4166 0.12 -0.19 0.00
P -0.3547 -1.7359 1.2353 -0.94 -0.51 -0.77
C 1.2051 -2.6106 0.8184 0.52 -0.06 0.29
C -0.5946 -2.0793 3.0182 0.32 0.18 0.23
H 3.8512 -2.0834 -1.5826 0.04 0.09 0.04
H 4.2747 -1.2109 -3.0653 0.01 0.00 0.07
H 4.0344 -0.3206 -1.5475 0.05 0.02 -0.10
H 2.0656 -0.2459 -3.2518 0.03 0.11 0.14
H 1.8243 -1.9493 -2.8797 0.02 0.05 0.00
H 2.3678 1.8873 -0.8672 0.20 -0.04 -0.21
H 0.0801 2.7320 0.0790 -0.01 -0.13 0.03
H -0.5657 2.5554 -1.5031 0.11 0.09 0.09
H -2.8040 2.9103 -0.8242 0.10 -0.19 0.03
H -2.4597 2.7631 0.8758 0.00 -0.07 -0.01
H -0.8277 4.7662 -0.6572 -0.03 -0.01 0.06
H -1.4743 4.8613 0.9975 0.10 -0.02 -0.05
H -0.4840 -1.0147 -2.7389 -0.08 0.15 0.00
H -0.6857 -1.9572 -1.2753 0.04 0.13 -0.13
H -3.2718 -1.5047 -2.6906 0.02 -0.03 -0.06
H -2.0536 -2.3936 -3.6261 -0.15 0.06 -0.03
H -1.7143 -3.9541 -1.7221 -0.05 -0.05 -0.10
H -3.0204 -3.1508 -0.8419 -0.05 0.01 -0.07
H -0.9668 0.4035 3.0866 -0.14 0.04 0.00
H -1.3764 1.7594 2.0940 -0.09 0.00 -0.17
H 1.4112 2.7922 1.6947 0.18 0.11 0.27
H 1.4729 -0.0511 3.8765 -0.02 -0.03 -0.02
H 3.0677 0.6579 3.8360 0.03 -0.07 0.01
H 2.8421 -1.1154 3.6136 0.13 0.09 0.04
H 4.4138 0.1844 1.7316 -0.04 0.03 -0.03
H 3.6264 1.7641 1.7828 0.01 0.00 -0.01
H 3.5282 0.7218 0.3238 0.00 0.02 0.04
H 1.0644 -3.1534 -0.1177 -0.05 0.09 0.02
H 2.0981 -2.0006 0.7426 -0.02 0.08 0.06
H 1.3749 -3.3533 1.6049 -0.06 0.03 -0.05
H 0.0349 -1.5474 3.7333 0.04 -0.02 0.01
H -0.3810 -3.1446 3.1235 -0.09 0.02 0.02
H -1.6400 -1.9110 3.2726 0.02 -0.01 -0.02
```
Positions in Å, forces in eV/Å.


Density functional theory data (ωB97M-V/def2-TZVPD) for a single C34H41F5O5S molecule in a non-equilibrium geometry.

Computed properties:
HOMO-LUMO gap = 0.337 hartree
Charge = 0
SMILES = C#CCCC[C@@H]1OS(=O)(=O)[C@@H](CCC)[C@@](COCCC)(Cc2cccc(C)c2)[C@@]1(CC(=O)c1ccccc1)C(F)(F)C(F)(F)F
HOMO level = -9.069 eV
ΔE to the lowest compared entry with this formula, charge and spin = 170.7 kcal per mole

```
86
Properties=species:S:1:pos:R:3:forces:R:3
C 2.4918 -4.5339 5.2648 1.51 0.37 -0.16
C 2.6250 -3.4311 4.7483 -0.69 0.84 0.59
C 2.5875 -1.9235 4.2886 0.35 -1.73 -0.12
C 1.1645 -1.5637 3.6618 0.01 -0.62 -0.38
C 1.2783 -1.3532 2.0583 1.59 0.51 1.84
C -0.0923 -1.6052 1.3121 0.63 -0.41 2.23
O 0.0346 -2.9704 0.7820 0.18 2.14 -1.93
S 0.8981 -3.0359 -0.6259 2.80 -7.00 -0.74
O 2.3626 -3.2344 -0.4292 -2.28 2.76 0.66
O 0.4686 -4.3547 -1.1537 -1.10 3.12 0.34
C 0.6481 -1.6084 -1.7549 -0.23 1.89 -1.05
C -0.0829 -1.8824 -3.1307 0.24 -0.43 -1.23
C 0.1008 -3.2815 -3.8424 -1.51 -0.16 -0.75
C -0.4892 -3.0929 -5.3372 -0.93 -0.23 1.18
C 0.1586 -0.2413 -0.9955 1.42 0.88 0.11
C 1.5833 0.4087 -0.5944 1.43 -1.88 -0.69
O 1.6659 1.4375 0.3396 -0.69 0.09 0.69
C 1.5722 2.7867 -0.0718 0.40 2.03 -0.97
C 1.3620 3.8461 1.1032 -0.35 0.30 -0.37
C -0.1415 4.4043 1.1564 0.69 -0.13 0.35
C -0.5256 0.8071 -1.9707 -2.18 -0.34 -0.39
C 0.1295 1.3507 -3.2593 0.82 1.15 -4.88
C -0.6540 1.1414 -4.5649 1.38 0.78 0.03
C -0.2177 1.6233 -5.8890 1.50 0.61 1.85
C 1.0638 2.3813 -6.0635 -1.36 -1.19 2.94
C 1.8534 2.6470 -4.8331 -1.78 -0.76 -0.97
C 3.2092 3.4524 -4.9887 -0.28 -1.02 -0.13
C 1.3627 2.1455 -3.5093 -0.74 -0.46 -0.59
C -0.7523 -0.5642 0.3227 -0.70 0.13 -0.53
C -1.1876 0.7652 1.1089 -1.09 1.35 0.71
C -0.8294 0.9257 2.6404 2.03 0.39 1.04
O 0.2503 1.4480 2.9241 -1.93 -0.71 -0.50
C -1.7482 0.6301 3.8768 -2.79 0.42 2.23
C -1.9989 -0.6701 4.5409 -1.33 1.13 0.76
C -2.9265 -0.8549 5.7185 0.26 2.91 -0.94
C -3.6383 0.3258 6.2924 2.20 -0.10 -2.88
C -3.3978 1.6507 5.6279 0.89 -1.64 -0.51
C -2.4680 1.8341 4.4619 -0.76 -2.84 1.36
C -2.1601 -1.2128 -0.0934 -1.23 -0.31 -1.02
F -2.0992 -2.2903 -0.9848 0.64 1.55 1.20
F -3.0460 -0.3014 -0.7430 1.92 -0.81 0.99
C -3.1133 -1.7911 1.0378 -3.55 -2.23 -0.55
F -2.7530 -3.0505 1.5314 0.04 3.03 -0.27
F -3.5608 -0.9341 2.0078 1.64 -1.39 -1.19
F -4.3074 -2.1103 0.3252 1.98 0.62 1.13
H 2.7805 -5.5066 5.7449 -0.89 1.53 -0.89
H 3.4196 -1.8273 3.5221 -1.03 0.08 0.80
H 2.8794 -1.2784 5.1636 -0.49 -0.71 -0.85
H 0.4978 -2.4627 3.8517 0.68 1.09 -0.16
H 0.7295 -0.6680 4.1842 0.48 -0.92 -0.62
H 2.0989 -2.1016 1.7984 -1.49 0.83 -0.38
H 1.7604 -0.3444 1.9628 -0.82 -0.78 -0.33
H -0.7923 -1.7463 2.2077 0.49 0.17 -1.58
H 1.7152 -1.3970 -2.1119 -1.25 -0.57 1.00
H 0.3947 -1.1817 -3.8975 -0.53 -0.51 1.45
H -1.1847 -1.6414 -3.1599 1.19 -0.33 0.42
H 1.1491 -3.6908 -3.8572 -1.07 0.56 0.24
H -0.6280 -4.0184 -3.3717 1.49 0.70 -0.35
H -1.6228 -3.1326 -5.1927 1.36 0.15 -0.40
H -0.2687 -2.0760 -5.7706 0.12 -1.20 0.20
H -0.2431 -3.9614 -6.0105 0.02 1.12 0.60
H 2.1858 0.6717 -1.5322 -1.27 -0.24 0.82
H 2.2009 -0.4830 -0.2206 -0.75 1.37 0.05
H 0.7490 2.9978 -0.8387 0.88 -0.61 0.94
H 2.5397 3.0934 -0.5982 -0.99 -0.58 0.55
H 1.7133 3.4369 2.0922 -0.57 0.28 -1.04
H 2.0130 4.7567 0.8852 -0.68 -1.28 0.12
H -0.4974 4.7094 0.1208 0.43 -0.46 1.25
H -0.8398 3.6399 1.6075 0.66 0.87 -0.56
H -0.1572 5.3255 1.8126 -0.11 -1.03 -0.70
H -0.9541 1.7152 -1.4266 0.82 -1.29 -0.28
H -1.4732 0.2818 -2.3375 1.21 0.89 0.34
H -1.6384 0.5754 -4.5303 1.39 0.76 0.06
H -0.8515 1.4395 -6.8037 0.71 0.11 1.30
H 1.3490 2.7132 -7.1045 -0.13 -0.33 1.55
H 3.1657 4.4829 -4.5345 0.05 -1.16 -0.38
H 3.4724 3.5385 -6.0930 -0.51 0.01 1.41
H 4.0429 2.8323 -4.5324 -0.91 0.96 -0.31
H 2.0045 2.3970 -2.6279 -0.59 -0.20 -1.07
H -2.3113 0.9700 1.1031 1.32 -0.80 -0.36
H -0.7822 1.7199 0.6419 -0.09 -1.60 0.54
H -1.5292 -1.6046 4.1425 -0.49 1.08 0.45
H -3.1092 -1.8730 6.1712 0.45 1.31 -0.76
H -4.3361 0.1903 7.1691 0.93 0.37 -1.23
H -3.9699 2.5312 6.0553 0.97 -1.07 -0.77
H -2.3531 2.8572 4.0189 -0.05 -1.20 0.47
```
Positions in Å, forces in eV/Å.


Density functional theory data (ωB97M-V/def2-TZVPD) for 2 unconnected molecules or ions with the total composition C2H8N4 in a non-equilibrium geometry.

Computed properties:
HOMO-LUMO gap = 0.341 hartree
Charge = +2
HOMO level = -19.692 eV
ΔE to the lowest compared entry with this formula, charge and spin = 110.5 kcal per mole

```
14
Properties=species:S:1:pos:R:3:forces:R:3
C -0.7796 1.5452 0.2246 -0.67 0.43 0.61
C 0.9430 2.6971 -1.1603 1.08 0.78 1.19
N 0.2058 1.9767 -0.4227 0.01 0.11 -1.06
N -0.9274 0.2509 0.8200 -0.28 0.13 0.55
N -0.0119 -0.5521 1.1952 2.62 0.15 -2.10
N 0.3876 -2.0945 -0.0853 0.50 -1.20 1.96
H -1.6706 2.2475 0.4024 1.18 -1.22 -0.36
H 1.0486 2.7715 -2.2565 -0.90 -0.78 0.26
H 1.6821 3.3791 -0.6688 -0.58 -0.65 0.05
H -1.8516 0.0523 1.1451 -1.16 0.03 -0.13
H -0.2050 -1.4136 1.6973 -1.24 0.68 0.80
H 0.3844 -2.0023 -1.0766 -0.03 0.46 -1.06
H -0.2600 -2.9014 0.1400 1.09 0.94 -0.24
H 1.3836 -2.3011 0.2265 -1.63 0.12 -0.47
```
Positions in Å, forces in eV/Å.